[1]
{
  "formula": "C55H44Cl2KP3Si",
  "method": "ωB97M-V/def2-TZVPD",
  "lumo_energy_ev": -0.06,
  "homo_lumo_gap_ev": 5.2,
  "de_lowest_ev": 1.351,
  "homo_energy_ev": -5.28,
  "symbols": ["K", "C", "C", "C", "C", "C", "C", "P", "C", "C", "C", "C", "C", "C", "C", "C", "C", "C", "C", "C", "Si", "C", "C", "C", "C", "C", "C", "P", "C", "C", "C", "C", "C", "C", "C", "C", "C", "C", "C", "C", "C", "C", "C", "C", "C", "C", "P", "C", "C", "C", "C", "C", "C", "C", "C", "C", "C", "C", "C", "H", "H", "H", "H", "H", "H", "H", "H", "H", "H", "H", "H", "H", "H", "H", "H", "H", "H", "H", "H", "H", "H", "H", "H", "H", "H", "H", "H", "H", "H", "H", "H", "H", "H", "H", "H", "H", "H", "H", "H", "H", "H", "Cl", "C", "Cl", "H", "H"],
  "positions_angstrom": [[0.76695, -1.13410, 0.48375], [-0.98282, 6.02054, -2.63380], [-1.11509, 5.68225, -1.29657], [-0.86574, 4.38176, -0.87266], [-0.48701, 3.40402, -1.78209], [-0.37635, 3.74823, -3.13152], [-0.60860, 5.04629, -3.55372], [-0.23598, 1.62265, -1.43868], [1.64070, 1.60723, -1.46548], [2.28536, 0.36750, -1.42478], [3.66527, 0.24359, -1.46622], [4.45426, 1.38086, -1.55998], [3.83937, 2.62364, -1.61383], [2.45515, 2.73506, -1.56906], [-0.45283, 1.42356, 0.41827], [0.30805, 2.18298, 1.30476], [0.14710, 2.04840, 2.67900], [-0.76622, 1.13089, 3.17282], [-1.49503, 0.33444, 2.29432], [-1.35578, 0.44387, 0.90766], [-2.41625, -0.56397, -0.41260], [-4.13764, -0.15879, 0.36845], [-4.92310, -0.70128, 1.38941], [-6.20037, -0.23294, 1.66902], [-6.73097, 0.81564, 0.93388], [-5.96048, 1.41696, -0.04800], [-4.67871, 0.95327, -0.32342], [-3.54565, 1.79238, -1.54614], [-4.02123, 1.09536, -3.17270], [-4.65225, -0.13938, -3.29684], [-4.95824, -0.65455, -4.54871], [-4.65336, 0.06599, -5.69667], [-4.02431, 1.29891, -5.58396], [-3.69600, 1.79804, -4.33121], [-4.38273, 3.44312, -1.59782], [-5.25603, 3.91547, -2.56922], [-5.80081, 5.19354, -2.48197], [-5.48740, 6.01736, -1.41394], [-4.61841, 5.55529, -0.42947], [-4.07047, 4.28947, -0.53045], [-2.18885, -2.55982, -0.41091], [-3.23953, -3.25876, 0.19456], [-3.76668, -4.45115, -0.30513], [-3.22644, -5.01023, -1.44120], [-2.08951, -4.42763, -1.99613], [-1.55730, -3.24995, -1.49864], [0.18495, -2.84849, -1.95760], [0.83473, -4.48228, -2.47837], [1.29601, -5.33228, -1.47496], [1.75596, -6.60587, -1.77102], [1.77347, -7.04358, -3.08843], [1.32890, -6.20208, -4.09808], [0.86000, -4.93148, -3.79464], [0.24166, -1.88122, -3.50169], [1.48757, -1.68838, -4.10245], [1.61427, -0.87962, -5.21742], [0.49164, -0.24378, -5.73894], [-0.74558, -0.42410, -5.14186], [-0.87343, -1.23850, -4.02227], [-1.18417, 7.03113, -2.96306], [-1.42663, 6.42754, -0.57631], [-1.00138, 4.13263, 0.17339], [-0.11296, 2.98498, -3.85759], [-0.51591, 5.29298, -4.60339], [1.69540, -0.53615, -1.38534], [4.11938, -0.73994, -1.44215], [5.53160, 1.29765, -1.60292], [4.44170, 3.51906, -1.69418], [2.00849, 3.72023, -1.61864], [1.03019, 2.89591, 0.92046], [0.72375, 2.66945, 3.35476], [-0.91080, 1.02846, 4.24192], [-2.21104, -0.37325, 2.69779], [-4.54300, -1.49612, 2.01810], [-6.77954, -0.68778, 2.46304], [-7.73299, 1.17465, 1.13267], [-6.35837, 2.26253, -0.59676], [-4.91692, -0.69909, -2.40713], [-5.44556, -1.61793, -4.62533], [-4.90154, -0.33178, -6.67208], [-3.77602, 1.86783, -6.47127], [-3.18540, 2.75379, -4.25760], [-5.53855, 3.28465, -3.40238], [-6.47942, 5.53804, -3.25182], [-5.91326, 7.00967, -1.34582], [-4.36494, 6.18718, 0.41210], [-3.38385, 3.94775, 0.23839], [-3.69449, -2.85144, 1.08017], [-4.60134, -4.92223, 0.19838], [-3.63910, -5.91364, -1.87089], [-1.59652, -4.93260, -2.81785], [1.28876, -4.99838, -0.44223], [2.10520, -7.25204, -0.97721], [2.13567, -8.03441, -3.32729], [1.34276, -6.53601, -5.12682], [0.51275, -4.28628, -4.59327], [2.36875, -2.17395, -3.69474], [2.58530, -0.73827, -5.67385], [0.58665, 0.39511, -6.60772], [-1.62077, 0.06966, -5.53353], [-1.83919, -1.34525, -3.54067], [1.31918, -1.66160, 3.49334], [2.55511, -0.37708, 3.58764], [3.15616, 0.11361, 1.98970], [3.38812, -0.76279, 4.16306], [2.09100, 0.48607, 4.05066]],
  "forces_ev_per_angstrom": [[-0.062, -0.682, 0.885], [0.014, -0.048, 0.001], [0.069, -0.022, -0.045], [0.021, 0.056, 0.068], [-0.119, -0.079, 0.062], [0.031, 0.049, -0.029], [-0.033, 0.008, 0.044], [0.462, -0.176, 0.170], [-0.042, 0.006, 0.052], [-0.001, 0.115, -0.124], [-0.011, 0.049, 0.010], [-0.046, 0.023, 0.013], [0.019, -0.033, -0.005], [-0.043, 0.046, 0.052], [-0.188, 0.111, -0.221], [-0.036, 0.113, 0.049], [0.047, 0.039, -0.083], [-0.085, -0.099, -0.004], [0.000, 0.118, -0.082], [-0.147, 0.304, -0.229], [0.206, -0.322, -0.282], [-0.135, 0.278, -0.134], [0.102, 0.038, 0.021], [-0.025, 0.091, -0.055], [-0.036, -0.075, 0.089], [0.057, 0.145, -0.058], [0.146, -0.206, -0.123], [-0.227, -0.093, 0.191], [-0.038, 0.030, 0.136], [-0.052, -0.030, 0.048], [0.017, 0.025, -0.074], [0.013, -0.007, 0.054], [0.022, -0.063, 0.028], [0.126, 0.084, -0.060], [0.112, 0.018, 0.127], [-0.168, 0.060, -0.099], [0.038, -0.058, -0.006], [0.098, -0.043, 0.088], [-0.136, 0.062, -0.080], [-0.004, -0.016, 0.030], [-0.105, 0.186, 0.038], [-0.068, -0.087, -0.124], [0.095, 0.121, 0.076], [0.005, -0.024, -0.070], [-0.026, -0.140, -0.029], [0.212, 0.048, 0.318], [-0.152, 0.033, -0.275], [-0.008, 0.052, 0.099], [0.037, -0.026, 0.090], [-0.023, 0.036, -0.072], [-0.005, 0.025, 0.005], [0.018, -0.015, 0.039], [0.011, 0.058, -0.117], [-0.141, -0.080, 0.064], [0.045, 0.013, 0.001], [-0.074, 0.035, -0.016], [0.042, -0.011, 0.006], [0.064, -0.046, 0.064], [-0.072, 0.014, -0.016], [-0.004, 0.020, -0.003], [-0.011, 0.018, 0.002], [0.051, -0.016, -0.043], [-0.003, -0.016, 0.012], [0.001, 0.025, -0.017], [0.179, 0.091, -0.718], [0.009, -0.011, -0.004], [0.031, 0.011, 0.001], [0.013, 0.028, -0.004], [-0.024, 0.002, 0.002], [-0.016, 0.000, 0.006], [0.010, 0.011, 0.002], [-0.004, -0.009, 0.021], [0.006, -0.034, 0.006], [0.017, -0.037, -0.021], [-0.008, -0.014, 0.017], [-0.007, -0.001, 0.005], [-0.010, -0.026, 0.011], [0.026, 0.012, 0.002], [-0.006, -0.018, -0.006], [-0.010, -0.007, -0.015], [0.000, 0.008, -0.016], [-0.021, -0.023, 0.033], [0.019, -0.007, 0.015], [-0.017, 0.004, -0.015], [-0.007, 0.023, 0.007], [0.001, 0.023, 0.025], [-0.056, -0.053, -0.030], [-0.054, 0.030, 0.004], [-0.026, -0.010, 0.013], [0.002, -0.014, -0.007], [-0.025, -0.001, 0.017], [-0.018, 0.020, -0.022], [0.007, -0.022, 0.023], [0.009, -0.023, -0.005], [-0.004, -0.010, -0.032], [-0.011, 0.003, 0.036], [-0.015, -0.011, 0.016], [0.010, 0.006, -0.012], [0.002, 0.005, -0.014], [-0.091, 0.069, -0.044], [-0.003, -0.009, 0.016], [0.267, 0.063, 0.106], [-0.067, -0.046, -0.053], [0.061, -0.071, 0.212], [-0.026, 0.025, -0.014], [0.004, -0.016, -0.019]],
  "mulliken_charge": [0.756, -0.736, -0.494, -0.593, 0.793, -0.950, -0.604, 1.665, 0.578, 1.624, -1.253, -0.759, -0.757, -0.558, 1.175, -0.094, -1.158, -1.040, -0.082, -1.084, 1.237, 0.900, -0.641, -0.904, -0.860, -0.618, -0.695, 1.345, 0.461, -0.682, -0.754, -0.495, -0.862, -0.346, -0.303, -0.205, -0.733, -0.682, -0.670, -0.378, 0.688, -0.420, -0.900, -0.966, -0.219, 0.180, 0.027, -0.060, -0.566, -0.664, -0.479, -0.732, 0.102, 0.610, -0.500, -0.676, -0.740, -0.115, -0.182, 0.357, 0.387, 0.246, 0.470, 0.422, -1.318, 0.498, 0.425, 0.448, 0.422, 0.481, 0.454, 0.365, 0.376, 0.317, 0.413, 0.420, 0.429, 0.402, 0.447, 0.353, 0.443, 0.465, 0.462, 0.420, 0.392, 0.462, 0.346, 0.191, 0.417, 0.422, 0.402, 0.342, 0.402, 0.376, 0.406, 0.424, 0.491, 0.388, 0.409, 0.274, 0.156, -0.107, -0.302, -0.056, 0.393, 0.239]
}


[2]
{
  "formula": "CH4N2P2",
  "method": "ωB97M-V/def2-TZVPD",
  "lumo_energy_ev": 0.31,
  "smiles": "[H]/N=C1/[PH]#P1N",
  "homo_lumo_gap_ev": 9.2,
  "de_lowest_ev": 1.340,
  "homo_energy_ev": -8.90,
  "symbols": ["H", "N", "C", "P", "P", "N", "H", "H", "H"],
  "positions_angstrom": [[-0.34801, -1.62446, -1.31384], [0.30828, -1.95156, -0.69751], [0.91224, -0.79147, -0.35604], [1.91143, 0.07723, 0.85940], [0.51423, 1.02758, -0.59361], [-1.00563, 1.07087, 0.23267], [0.84034, -0.43726, 1.68834], [-1.25282, 2.00753, 0.26243], [-1.88005, 0.62153, -0.08184]],
  "forces_ev_per_angstrom": [[-2.464, 0.419, -2.302], [4.541, 3.390, 3.229], [-2.166, -2.758, -1.730], [-0.362, -1.088, 0.614], [-0.428, -1.184, -0.087], [-0.315, -1.361, -0.278], [0.609, 0.613, 0.230], [-0.583, 2.329, 0.449], [1.167, -0.361, -0.124]],
  "nbo_charge": [0.320, -0.588, -0.276, 0.245, 0.635, -1.144, 0.043, 0.369, 0.397]
}